Density functional theory data (the ωB97M-V functional and the def2-TZVPD basis) for a structure of composition C29H25BiClN6O6S in a non-equilibrium geometry.

Calculated values
charge = +1
calculated total energy = -2972.8301 Ha
relative energy (zero: lowest compared OMol25 entry of this formula, charge and spin) = 31.5 kJ/mol
LUMO level = -0.111 hartree
maximum force = 4.39 eV/Å
frontier orbital gap = 0.265 hartree

Element x y z (Å)
Bi: 0.93 0.92 -1.35
Cl: -6.28 2.14 -2.77
S: -1.69 -1.66 -1.00
O: 2.55 7.39 2.39
O: -0.42 2.01 -2.58
O: -0.73 1.75 0.20
O: -2.50 -1.48 -2.19
O: -1.94 -0.87 0.17
O: 2.95 -0.04 5.78
N: 1.83 2.89 0.22
N: 0.18 -2.79 -3.06
N: -2.32 -7.15 1.09
N: 1.06 -0.66 -3.36
N: -0.16 -1.11 -1.49
N: 1.79 0.30 0.96
C: -3.96 2.13 -1.50
C: -1.79 -5.68 -0.81
C: 2.02 5.26 0.66
C: 2.20 0.70 3.16
C: 1.84 1.19 1.98
C: -1.77 -4.40 -1.31
C: 2.65 6.11 2.97
C: 2.24 5.00 2.02
C: 1.48 -2.34 -5.02
C: -1.91 1.92 -0.12
C: 2.22 -1.59 2.43
C: 2.52 -1.11 4.94
C: -1.76 2.02 -2.66
C: 1.95 -1.05 1.16
C: 2.29 -0.65 3.45
C: 0.34 -1.55 -2.73
C: -3.83 2.20 -3.89
C: -2.43 2.03 -3.86
C: 2.11 3.66 2.40
C: -2.09 -5.95 0.54
C: -2.17 -4.84 1.40
C: 1.88 4.17 -0.16
C: 0.77 -3.17 -4.22
C: 1.65 -1.07 -4.49
C: -2.06 -3.53 0.94
C: -4.59 2.28 -2.72
C: -2.57 2.02 -1.43
C: -1.79 -3.31 -0.44
C: 1.94 2.64 1.50
H: 1.51 -1.43 5.32
H: -2.15 -2.69 1.62
H: 2.17 -0.28 -5.01
H: -2.34 -4.84 2.48
H: -4.50 2.08 -0.60
H: 1.80 -2.70 -6.01
H: 1.90 6.28 0.24
H: 0.61 -4.22 -4.56
H: -1.60 -4.28 -2.34
H: 2.18 0.37 6.23
H: 2.14 6.12 3.93
H: 1.87 -1.67 0.19
H: 3.73 5.82 3.22
H: -1.77 -6.51 -1.46
H: 3.30 -1.95 4.94
H: -2.15 -7.99 0.53
H: -4.48 2.18 -4.82
H: -1.90 1.87 -4.85
H: -2.61 2.08 0.71
H: -2.11 -7.29 2.08
H: 2.18 3.46 3.46
H: 2.29 -2.63 2.59
H: 2.32 1.35 4.03
H: 1.59 4.38 -1.17
H: 3.41 7.76 2.05